Record 1
Below is one molecule with the formula H2N3P3, with properties calculated with ωB97M-V/def2-TZVPD.

SMILES: [H]/N=P/N=P1=PN1
HOMO-LUMO gap (alpha / beta), eV: 6.30 / 6.29
2S+1: 1

```
8
Properties=species:S:1:pos:R:3:forces:R:3:nbo_charge:R:1
N -1.914 0.210 1.847 -0.9671 1.0740 -0.3122 -1.212
N 1.600 0.232 -1.581 -0.0161 -0.4963 -0.8974 -1.174
N -0.228 -0.437 0.161 1.0660 -0.5660 -2.4962 -1.451
P -0.594 -0.550 1.710 0.7605 -0.4413 1.1168 1.230
P 0.590 -1.153 -1.053 -0.2614 -0.2305 1.4329 1.003
P 0.161 0.538 -2.257 0.0576 0.7315 -0.0520 0.798
H -2.153 0.547 2.756 -0.3237 -0.3258 0.7471 0.369
H 2.538 0.614 -1.584 -0.3159 0.2545 0.4609 0.437
```
Positions in Å, forces in eV/Å.

***

Record 2
Below is C29H25IN7STl as an isolated structure, with properties calculated with ωB97M-V/def2-TZVPD.

Net charge: +2
HOMO-LUMO gap, eV: 4.48
2S+1: 1

```
64
Properties=species:S:1:pos:R:3:forces:R:3:nbo_charge:R:1
Tl -1.885 1.193 -1.619 0.1768 -0.0533 -0.0751 0.799
C -1.053 1.683 4.153 -0.0112 0.0137 0.0332 -0.138
C -1.923 2.217 3.205 -0.0554 -0.0351 -0.0731 -0.199
C -2.243 1.488 2.076 0.0786 0.2224 0.1019 -0.198
C -1.737 0.191 1.936 0.0094 -0.3429 -0.5772 0.143
C -0.865 -0.352 2.889 0.0150 0.0675 0.2407 -0.216
C -0.515 0.411 3.988 0.0075 -0.0783 -0.0689 -0.196
N -2.034 -0.503 0.768 -0.1357 0.5037 0.5962 -0.253
C -2.379 -1.757 0.792 -0.0989 -0.7841 -0.0108 0.171
C -2.874 -2.470 1.961 0.2339 0.4296 -0.2238 -0.119
C -3.474 -3.673 1.807 -0.0415 -0.3049 -0.2129 -0.231
C -3.570 -4.265 0.520 -0.0696 -0.0746 0.2394 0.004
C -3.071 -3.664 -0.621 0.2241 0.1129 0.1344 -0.252
C -2.426 -2.450 -0.483 -0.1892 -0.0132 0.1068 0.248
N -1.833 -1.808 -1.555 0.1429 0.0704 -0.1391 -0.165
N -1.086 -2.497 -2.263 -0.1102 0.6049 -0.4212 -0.056
C -0.582 -1.813 -3.432 -0.1042 -0.5039 0.5491 0.243
C 0.099 -2.629 -4.310 0.1331 0.0921 -0.2830 -0.179
C 0.582 -2.053 -5.486 -0.0571 -0.1479 0.1703 -0.141
C 0.374 -0.706 -5.685 -0.0656 0.1612 0.0641 -0.203
C -0.308 0.028 -4.710 0.0982 -0.0473 -0.1452 0.067
N -0.786 -0.510 -3.600 -0.0648 0.0397 0.0312 -0.470
H -0.793 2.265 5.026 0.0150 0.0119 0.0035 0.243
H -2.346 3.202 3.348 0.0029 0.0084 0.0189 0.245
H -2.930 1.881 1.337 0.0153 -0.0218 -0.0314 0.232
H -0.434 -1.332 2.727 0.0603 0.0126 -0.0369 0.239
H 0.177 0.014 4.717 0.0008 -0.0011 0.0287 0.242
H -2.840 -1.972 2.919 -0.1054 0.0103 0.0013 0.250
H -3.905 -4.189 2.653 0.0032 0.0121 0.0246 0.260
H -4.038 -5.238 0.434 -0.0366 0.0105 0.0057 0.252
H -3.132 -4.138 -1.589 0.0045 -0.0300 -0.0040 0.263
H 0.235 -3.674 -4.075 -0.0112 -0.0125 -0.0084 0.252
H 1.106 -2.652 -6.218 0.0190 0.0027 0.0028 0.249
H 0.733 -0.207 -6.573 -0.0013 -0.0004 -0.0181 0.249
H -0.464 1.092 -4.846 -0.0189 0.0154 0.0052 0.206
I -1.616 6.915 1.322 -0.0919 0.1083 0.1620 0.233
C -0.762 5.821 -0.206 0.0582 -0.0960 -0.1386 -0.202
C -0.010 6.426 -1.204 0.0058 -0.0235 -0.0225 -0.170
C 0.541 5.627 -2.194 -0.0147 0.0124 0.0125 -0.222
C 0.324 4.261 -2.151 0.0340 -0.0271 -0.0093 0.032
N -0.403 3.672 -1.198 0.0130 0.1026 0.0421 -0.513
C -0.935 4.447 -0.250 -0.0010 0.0275 -0.0429 -0.013
H 0.143 7.497 -1.210 0.0060 0.0109 0.0058 0.250
H 1.136 6.059 -2.987 0.0004 0.0059 -0.0080 0.247
H 0.755 3.609 -2.901 0.0051 -0.0185 -0.0096 0.206
H -1.520 3.948 0.514 -0.0195 -0.0192 0.0261 0.198
N 1.369 2.034 0.791 -0.1231 -0.0642 -0.0739 -0.790
C 1.631 0.739 0.531 -0.0042 0.0591 0.1480 0.348
S 0.719 -0.058 -0.659 0.0669 -0.0803 -0.0351 -0.353
N 2.586 0.182 1.285 0.0057 -0.0997 -0.1131 -0.574
C 3.146 -1.135 1.339 -0.1230 0.1837 0.0856 0.206
C 3.046 -2.086 0.334 0.0764 -0.0233 0.0509 -0.269
C 3.667 -3.317 0.515 -0.0276 -0.0121 -0.0504 -0.183
C 4.381 -3.603 1.667 -0.0223 0.0446 0.0049 -0.203
C 4.485 -2.639 2.659 -0.0040 0.0078 0.0071 -0.180
C 3.870 -1.410 2.496 -0.0149 -0.1013 0.0206 -0.263
H 0.760 2.515 0.144 0.0229 0.0468 0.0152 0.435
H 1.942 2.586 1.409 0.0428 -0.0132 -0.0112 0.401
H 2.987 0.790 1.986 0.0260 0.0011 -0.0588 0.399
H 2.515 -1.878 -0.577 -0.0132 0.0233 -0.0452 0.240
H 3.597 -4.056 -0.272 0.0041 -0.0072 -0.0022 0.224
H 4.863 -4.563 1.787 0.0091 -0.0163 -0.0009 0.233
H 5.046 -2.838 3.562 0.0106 -0.0051 0.0030 0.233
H 3.954 -0.660 3.275 0.0082 0.0226 0.0091 0.211
```
Positions in Å, forces in eV/Å.

***

Record 3
Below is an isolated ion of composition C2H4N3O and charge +1, with properties calculated with ωB97M-V/def2-TZVPD.

Net charge: +1
SMILES: C[n+]1cnno1
HOMO-LUMO gap, eV: 10.62
2S+1: 1

```
10
Properties=species:S:1:pos:R:3:forces:R:3:nbo_charge:R:1
C -0.773 -0.317 -1.825 0.7905 -0.7730 4.9804 0.255
C 0.075 -0.221 0.576 1.8920 2.8867 2.3030 -0.507
N -1.410 -1.293 -2.431 -0.9753 -0.5082 -2.4131 -0.152
N -1.729 -2.220 -1.705 0.1058 -0.3477 1.6259 0.285
N -0.658 -0.682 -0.530 -1.2941 -1.5313 -1.6201 0.075
O -1.255 -1.890 -0.352 0.3110 1.2259 -1.7154 -0.097
H -0.360 0.606 -2.078 0.3828 1.2123 -1.2650 0.272
H 0.664 0.770 0.350 -1.1403 -2.2338 0.2632 0.282
H -0.422 -0.112 1.557 -1.4138 0.8289 -0.9955 0.298
H 0.656 -0.994 1.047 1.3413 -0.7597 -1.1634 0.290
```
Positions in Å, forces in eV/Å.

***

Record 4
Below is C20H37As3CoN3S as an isolated structure, with properties calculated with ωB97M-V/def2-TZVPD.

Net charge: +2
HOMO-LUMO gap (alpha / beta), eV: 5.55 / 5.40
2S+1: 1

```
65
Properties=species:S:1:pos:R:3:forces:R:3:nbo_charge:R:1
Co -1.478 -0.523 -0.994 -0.7225 -0.0430 -0.1760 0.475
C -1.626 -1.375 2.578 -0.0937 -0.1269 -0.0579 -0.943
As -1.128 -0.015 1.298 0.1562 0.1105 0.3442 1.031
C -2.238 1.452 1.883 -0.0968 0.0677 -0.0552 -0.938
C 0.664 0.412 1.942 0.0477 -0.0864 -0.0436 -0.725
C 1.569 1.186 0.980 0.0300 0.0077 -0.0394 -0.068
C 0.804 2.365 0.375 0.0064 -0.1090 0.0103 -0.620
C 2.068 0.282 -0.159 -0.1332 0.0953 0.0725 -0.726
As 0.782 -0.877 -1.058 0.2012 -0.3310 -0.0652 1.229
C 1.110 -2.590 -0.228 -0.0327 -0.0683 0.0635 -0.953
C 1.598 -1.143 -2.785 -0.1118 0.0053 -0.1139 -0.951
C 2.795 1.750 1.722 0.0832 -0.0008 0.0245 -0.731
As 4.048 0.772 2.936 -0.0551 -0.0230 0.0080 0.943
C 2.874 0.437 4.476 -0.0068 0.0304 -0.0258 -0.962
C 4.059 -1.074 2.258 0.0299 0.0138 -0.0118 -0.974
H -1.418 -1.004 3.581 0.0100 0.0245 -0.0309 0.256
H -1.067 -2.293 2.405 0.0036 0.0100 0.0158 0.245
H -2.689 -1.588 2.480 0.0121 -0.0133 0.0439 0.255
H -2.065 1.643 2.942 0.0092 -0.0351 -0.0094 0.257
H -3.278 1.163 1.733 -0.0078 0.0797 0.0412 0.248
H -2.017 2.345 1.305 0.0001 -0.0237 0.0771 0.245
H 1.121 -0.542 2.220 -0.0293 0.0800 0.0537 0.243
H 0.500 0.976 2.864 0.0592 -0.0018 -0.0256 0.258
H -0.026 2.018 -0.251 0.0585 0.0041 0.0607 0.187
H 1.464 2.968 -0.250 0.0038 0.0255 -0.0080 0.235
H 0.403 3.013 1.157 -0.0108 0.0239 0.0028 0.230
H 2.816 -0.423 0.210 -0.0233 0.0533 -0.0561 0.266
H 2.534 0.885 -0.941 -0.0066 0.0309 0.0172 0.252
H 2.180 -2.799 -0.229 0.0018 0.0638 -0.0104 0.256
H 0.581 -3.360 -0.784 0.0319 -0.0184 0.0129 0.251
H 0.744 -2.585 0.798 0.0134 -0.0351 0.0018 0.239
H 2.608 -1.519 -2.622 -0.0329 -0.0008 0.0251 0.262
H 1.655 -0.211 -3.341 -0.0133 0.0117 -0.0112 0.249
H 1.025 -1.880 -3.345 0.0386 0.0210 -0.0354 0.249
H 2.463 2.576 2.361 0.0010 0.0114 -0.0565 0.237
H 3.451 2.202 0.971 -0.0219 0.0432 0.0478 0.233
H 2.420 1.376 4.794 -0.0039 -0.0162 0.0304 0.233
H 3.495 0.073 5.294 0.0044 0.0228 -0.0131 0.251
H 2.100 -0.302 4.280 -0.0223 -0.0010 0.0058 0.199
H 4.602 -1.131 1.315 0.0084 -0.0417 0.0112 0.227
H 3.068 -1.519 2.154 -0.0041 -0.0185 0.0021 0.187
H 4.613 -1.657 2.994 0.0028 -0.0140 -0.0333 0.255
N -3.101 -4.863 -1.199 0.0441 0.0636 0.2508 -0.730
C -2.810 -3.651 -1.639 -0.0708 0.1197 -0.3574 0.377
N -2.947 -3.385 -2.928 0.0342 0.0651 0.0102 -0.740
S -2.279 -2.499 -0.444 0.2149 -0.0548 0.0193 -0.172
H -3.497 -5.580 -1.787 -0.0021 0.0094 -0.0274 0.427
H -2.978 -5.072 -0.220 -0.0273 -0.0407 -0.0212 0.437
H -3.284 -4.073 -3.585 0.0069 -0.0477 0.0305 0.425
H -2.790 -2.454 -3.273 0.0080 -0.1168 0.0969 0.430
C -2.201 -0.394 -2.848 0.2104 -0.3531 0.4643 -0.614
C -1.814 0.954 -2.540 -0.0128 0.5087 -0.3234 -0.150
C -2.550 1.665 -1.565 0.2379 -0.3773 0.0184 -0.219
C -2.242 2.982 -1.254 0.0644 0.2698 -0.0025 -0.110
C -1.182 3.603 -1.891 0.0130 0.1218 0.0327 -0.110
C -0.413 2.911 -2.847 0.0093 0.0260 0.0123 -0.156
C -0.712 1.611 -3.149 -0.0428 -0.0344 0.0061 -0.158
C -0.835 4.958 -1.545 -0.1526 -0.2206 -0.0862 0.219
N -0.565 6.032 -1.245 0.0692 0.0615 0.0390 -0.188
H -1.692 -0.911 -3.655 0.0436 0.1946 -0.0998 0.228
H -3.273 -0.574 -2.782 0.0366 -0.0240 -0.0874 0.234
H -3.426 1.202 -1.117 -0.0791 0.0220 -0.0428 0.239
H -2.833 3.533 -0.536 -0.0158 0.0038 -0.0121 0.248
H 0.398 3.423 -3.346 0.0007 0.0036 0.0055 0.259
H -0.160 1.096 -3.925 0.0254 -0.0286 -0.0198 0.236
```
Positions in Å, forces in eV/Å.

***

Record 5
Below is an isolated ion of composition C5H11N4 and charge +1, with properties calculated with ωB97M-V/def2-TZVPD.

Net charge: +1
HOMO-LUMO gap (alpha / beta), eV: 7.47 / 6.93
2S+1: 3
⟨S²⟩: 2.01

```
20
Properties=species:S:1:pos:R:3:forces:R:3:nbo_charge:R:1
C 0.749 0.518 -0.310 0.4225 0.4254 0.2516 0.312
C -0.623 0.260 -0.057 -0.6827 2.8546 1.1308 0.360
C 1.510 1.751 -0.588 0.2639 -1.5229 -3.3274 -0.680
C -1.799 1.222 0.041 0.4446 -0.3665 -2.1810 -0.692
C -1.902 -1.666 0.647 -2.9983 0.3144 0.0434 -0.430
N 0.441 -1.643 0.275 2.0748 -3.1599 0.2707 0.043
N 1.332 -0.705 -0.160 1.0426 0.7031 -0.8355 -0.125
N -0.699 -0.983 0.372 -3.0371 1.3029 -0.5930 -0.250
N 2.653 -0.930 -0.084 2.0347 -0.3237 2.2991 -0.640
H 0.853 2.542 -0.894 -0.2804 0.4160 -0.0282 0.251
H 2.165 2.074 0.163 0.8147 0.2301 1.4639 0.280
H 2.231 1.510 -1.492 -1.3497 0.4497 1.5830 0.279
H -2.682 0.633 -0.349 0.6390 1.0237 0.8832 0.260
H -1.950 1.743 1.009 0.0810 -0.8487 -0.3025 0.289
H -1.608 2.032 -0.707 -0.2207 -0.5675 0.5902 0.259
H -2.812 -1.399 -0.051 2.0922 -0.5239 1.0848 0.230
H -1.723 -2.714 0.608 0.1090 -0.8118 -0.1238 0.255
H -2.213 -1.402 1.661 -0.1856 -0.2104 -0.0181 0.229
H 3.081 -1.388 -0.849 -0.1677 -0.5078 -1.3085 0.381
H 2.997 -1.457 0.768 -1.0970 1.1232 -0.8826 0.389
```
Positions in Å, forces in eV/Å.

***

Record 6
Below is a 3-piece molecular cluster, C20H50BrN2O10P2 overall, with properties calculated with ωB97M-V/def2-TZVPD.

Net charge: +1
HOMO-LUMO gap, eV: 7.88
2S+1: 1

```
85
Properties=species:S:1:pos:R:3:forces:R:3:lowdin_charge:R:1
C 1.151 -7.045 -3.782 -0.6536 -0.6652 -1.4955 -0.092
O 2.561 -6.646 -3.640 -0.6522 1.6645 2.2610 -0.202
C 2.828 -5.951 -2.375 -1.8918 -4.0680 0.3127 -0.149
N 2.868 -4.442 -2.454 1.6566 0.5627 0.9926 -0.081
C 3.813 -3.998 -1.317 1.2191 0.3011 2.7514 -0.194
C 3.014 -4.116 0.148 0.1519 1.6652 -1.1895 -0.636
C 2.108 -2.739 0.286 -0.2366 0.1486 0.0630 -0.161
Br 4.463 -3.946 1.562 -1.1047 -0.5359 -1.1965 0.648
C 3.422 -3.868 -3.733 1.1176 0.5585 -3.4532 -0.064
C 2.325 -3.439 -4.866 -0.8375 1.4215 -0.9666 -0.286
O 1.805 -4.542 -5.693 -0.4232 0.8795 1.2873 -0.092
C 1.037 -2.585 -4.326 -1.2053 -0.5298 -0.2027 -0.245
N 1.368 -1.284 -3.630 -0.9749 -0.0877 -1.2550 -0.035
H 1.018 -8.127 -3.356 0.1151 2.1759 -0.5294 0.118
H 0.403 -6.270 -3.324 1.4286 -1.4684 -0.7110 0.104
H 0.947 -7.111 -4.955 0.5012 0.2365 2.6728 0.123
H 3.771 -6.451 -1.891 -1.4795 1.6002 -1.2074 0.180
H 1.917 -6.217 -1.651 2.0383 0.7216 -1.3689 0.161
H 1.926 -4.094 -2.168 0.7769 0.0902 -0.8505 0.162
H 4.819 -4.633 -1.304 -2.4372 1.1399 -0.3402 0.148
H 4.140 -2.878 -1.399 -0.9470 -2.1805 -0.2095 0.139
H 2.391 -5.103 0.242 1.4329 1.9555 0.1471 0.106
H 2.494 -1.854 -0.403 -0.5745 -2.0490 1.3336 0.096
H 2.146 -2.303 1.394 -0.4483 -1.2467 -2.4677 0.085
H 1.016 -2.989 -0.066 1.8979 0.6207 0.9477 0.086
H 4.143 -4.667 -4.250 -1.7848 1.5153 1.3425 0.181
H 4.119 -2.911 -3.574 -1.9402 -2.1241 0.1990 0.164
H 2.901 -2.718 -5.624 -0.9509 -1.5591 1.8020 0.173
H 0.805 -4.524 -5.769 1.8045 0.3279 0.3487 0.111
H 0.375 -3.274 -3.609 1.4451 1.3338 -1.3425 0.128
H 0.315 -2.340 -5.244 1.6682 -0.9722 1.6651 0.144
H 0.532 -0.994 -3.060 1.1577 -0.4015 -0.8018 0.082
H 1.421 -0.571 -4.416 0.0816 -0.9758 1.5405 0.095
O 0.148 -0.166 3.046 -3.9824 1.3207 -1.8264 -0.246
P -0.806 0.423 4.114 7.3301 -1.6140 6.7752 0.745
O 0.329 1.438 4.766 -0.6398 -0.0434 -0.5994 -0.228
C 0.617 2.639 4.077 0.1414 0.5989 0.0191 -0.304
C -0.444 3.685 4.356 -0.1569 0.2397 -0.0293 -0.082
O -0.591 -0.822 5.198 -1.3181 -0.0863 -0.7691 -0.233
C -0.420 -2.151 4.727 0.3798 -0.3205 0.0945 -0.319
C 1.047 -2.537 4.773 0.2403 0.0448 0.0254 -0.077
O -1.872 1.082 5.307 -0.6708 0.1947 -3.8591 -0.203
C -3.248 0.796 5.112 -1.0421 -0.1667 0.4491 -0.307
C -3.595 -0.616 5.543 -0.0800 -0.3044 -0.0870 -0.079
H 0.708 2.451 3.002 0.0825 0.0179 -0.0011 0.099
H 1.587 2.997 4.436 -0.0800 -0.1934 -0.0065 0.122
H -1.403 3.390 3.919 0.0216 0.1054 -0.0138 0.059
H -0.157 4.652 3.932 -0.0460 -0.1105 -0.0037 0.081
H -0.602 3.802 5.433 0.1029 -0.0386 -0.1680 0.086
H -0.838 -2.273 3.725 0.1512 0.0413 -0.0059 0.099
H -0.989 -2.811 5.389 -0.0201 0.1441 0.0499 0.116
H 1.669 -1.835 4.210 -0.2011 -0.0422 -0.0477 0.065
H 1.198 -3.540 4.366 -0.0116 -0.0154 0.0574 0.072
H 1.414 -2.519 5.805 -0.1138 -0.0673 -0.1139 0.083
H -3.516 0.963 4.064 -0.2160 0.0729 0.1236 0.108
H -3.814 1.510 5.719 0.1808 0.0231 -0.1140 0.123
H -3.193 -1.347 4.836 -0.0564 -0.0372 0.0792 0.062
H -4.680 -0.754 5.585 0.1220 0.0737 -0.0151 0.083
H -3.169 -0.843 6.526 -0.0787 0.1271 -0.1445 0.092
O -0.555 4.923 0.210 2.0956 2.1657 -3.5144 -0.225
P -1.474 5.191 -1.008 -7.2079 -4.2389 5.4343 0.747
O -2.705 5.839 -0.110 0.6648 0.2037 -0.4868 -0.234
C -2.570 7.176 0.331 -0.2333 0.5390 0.1475 -0.309
C -2.906 8.145 -0.785 -0.0163 0.2337 -0.1658 -0.086
O -2.081 3.641 -1.070 0.9932 0.1429 -1.1226 -0.237
C -1.244 2.538 -0.754 -0.0804 -0.2077 0.4285 -0.317
C -1.534 2.049 0.653 -0.0536 -0.0921 0.2236 -0.079
O -2.500 5.490 -2.368 3.5312 1.4829 0.2822 -0.211
C -1.869 5.391 -3.635 -0.1032 -0.1770 -1.0147 -0.309
C -1.683 3.947 -4.059 0.2091 -0.2838 -0.0669 -0.084
H -1.559 7.353 0.712 -0.0462 -0.0125 0.0817 0.107
H -3.269 7.318 1.161 0.0986 -0.1749 -0.0746 0.121
H -2.161 8.087 -1.585 -0.0339 0.0996 0.0299 0.065
H -2.929 9.173 -0.412 0.0291 -0.1045 -0.0427 0.080
H -3.877 7.906 -1.231 0.1369 0.0266 0.1456 0.085
H -0.189 2.791 -0.884 -0.0489 0.0270 0.1876 0.103
H -1.467 1.739 -1.468 -0.1255 0.0746 -0.0748 0.108
H -1.428 2.850 1.391 0.1534 0.0199 -0.1882 0.063
H -0.861 1.232 0.927 -0.0155 0.0015 -0.0008 0.055
H -2.566 1.692 0.727 0.0769 -0.0150 -0.1161 0.082
H -0.910 5.920 -3.613 -0.0770 0.0249 -0.2499 0.111
H -2.514 5.901 -4.357 0.0511 0.0386 0.1941 0.123
H -0.898 3.468 -3.468 -0.0394 -0.0472 -0.0565 0.060
H -1.391 3.886 -5.112 -0.0431 0.0748 0.1033 0.080
H -2.602 3.372 -3.911 0.0946 0.1782 -0.0314 0.089
```
Positions in Å, forces in eV/Å.

***

| no. | maximum force (eV/A) |
| --- | --- |
| 1 | 2.8 |
| 2 | 0.8 |
| 3 | 5.1 |
| 4 | 0.7 |
| 5 | 3.8 |
| 6 | 10.1 |